DFT (ωB97M-V with the def2-TZVPD basis set) results for a structure of composition C3H5Cl4NOS at a distorted geometry.

- frontier orbital gap (alpha / beta) (eV) = 8.3 / 6.9
- HOMO level (alpha / beta) (eV) = -7.90 / -7.34
- LUMO (alpha / beta) (eV) = 0.398 / -0.475
- energy relative to the best compared isomer or geometry (same formula, charge and spin) (kJ/mol) = 422.0

Positions of all 15 atoms, in Å:
C -0.24743 1.10163 -1.21975
C 1.70893 1.36053 -0.26151
C -1.51796 -0.90901 1.48479
N -0.09227 -1.89215 -0.57676
O 0.45848 1.94880 -0.55159
S 0.19949 -1.34617 0.83334
Cl 0.40540 -0.21315 -2.09884
Cl -1.56558 0.61628 2.22662
Cl -2.71047 -0.92606 0.25335
Cl -2.03932 -2.14716 2.65774
H 2.45842 1.54824 -1.06548
H 1.66892 0.25808 -0.04957
H 2.00153 1.92712 0.72947
H 0.45790 -2.65629 -0.77035
H -1.18603 1.32930 -1.59147

Atoms 1-6, force components in eV/Å:
C -0.4 -2.7 -1.3
C 2.5 1.4 2.9
C 0.0 -1.4 -0.1
N -2.0 -0.1 -0.4
O 1.1 0.1 0.1
S -0.5 1.2 2.1

=====

DFT (ωB97M-V with the def2-TZVPD basis set) results for a structure of composition C23H17ClMoN4O6Se4 at a distorted geometry.

- frontier orbital gap (alpha / beta) (eV) = 5.1 / 5.1
- HOMO level (alpha / beta) (eV) = -7.27 / -7.24
- LUMO (alpha / beta) (eV) = -2.160 / -2.181
- energy relative to the best compared isomer or geometry (same formula, charge and spin) (kJ/mol) = 154.0

Positions of all 56 atoms, in Å:
Mo -0.19221 0.03686 0.24746
C 0.19255 -6.40929 5.85750
O 0.85646 -5.24506 5.40311
C 1.68811 -5.36227 4.34426
C 1.97626 -6.55572 3.69081
C 2.86131 -6.56000 2.62530
C 3.42714 -5.37880 2.15448
C 3.13750 -4.18110 2.82583
C 2.29424 -4.17961 3.91212
N 4.35929 -5.48311 1.10301
N 4.58925 -4.56052 0.30429
C 3.81362 -3.42203 0.12752
C 4.47426 -2.22560 -0.12625
C 3.81256 -1.00891 -0.27282
C 2.43180 -0.98249 -0.17038
O 1.63494 0.04287 -0.19212
C 1.72804 -2.20078 0.00946
N 0.37165 -2.03010 0.07827
C -0.36237 -3.12915 0.19114
C 0.19455 -4.40668 0.19658
C 1.55874 -4.57796 0.15346
C 2.38223 -3.43982 0.10670
H -0.44670 -6.08797 6.67471
H 0.90219 -7.15590 6.22244
H -0.42729 -6.84615 5.07010
H 1.52714 -7.48542 4.01197
H 3.10812 -7.48824 2.12569
H 3.60572 -3.25872 2.50720
H 2.05924 -3.27312 4.45534
H 5.55626 -2.25356 -0.13586
H 4.35179 -0.08429 -0.42439
H -1.43431 -2.99388 0.24104
H -0.46975 -5.25738 0.24856
H 1.98712 -5.56971 0.13258
Se -0.70317 0.46962 -2.14542
Se -2.95784 0.28330 -2.58819
Se -3.83697 -1.04403 -0.83733
Se -2.42744 -0.49422 0.95374
O 1.47712 2.31089 1.54308
Cl 0.59371 2.89236 0.58703
O 0.33771 4.24666 0.88642
O 1.07850 2.71959 -0.73851
O -0.69909 2.13463 0.67512
N 0.20592 -0.12731 2.16315
C 0.34593 -0.13250 3.30557
C 0.39587 -0.14228 4.71812
C 1.49244 -0.65989 5.41154
C 1.47486 -0.67990 6.79273
C 0.38239 -0.17837 7.48796
C -0.69547 0.36321 6.79885
C -0.69832 0.38255 5.41817
H 2.34262 -1.03523 4.85777
H 2.31879 -1.08852 7.33204
H 0.37176 -0.20911 8.56908
H -1.53842 0.76681 7.34301
H -1.53033 0.79544 4.86299

Atoms 1-6, force components in eV/Å:
Mo -4.3 1.4 -3.2
C -0.1 0.0 0.0
O 0.0 0.1 0.0
C 0.1 -0.1 -0.2
C -0.2 -0.1 0.2
C 0.2 0.2 -0.3

=====

DFT (ωB97M-V with the def2-TZVPD basis set) results for a structure of composition C32H28GeLuN4O2S2 at a distorted geometry.

- frontier orbital gap (alpha / beta) (eV) = 4.4 / 4.8
- HOMO level (alpha / beta) (eV) = -9.86 / -9.96
- charge = +1
- LUMO (alpha / beta) (eV) = -5.475 / -5.169

Positions of all 70 atoms, in Å:
Lu -0.19953 -0.43742 0.20751
N -2.15073 -1.84422 3.37231
C -1.38383 -1.16822 2.47041
S -0.21453 -2.29022 1.77761
N -1.59303 0.13138 2.33321
N -0.78903 0.86598 1.46561
C -1.30953 1.69778 0.62481
C -2.54303 2.48608 0.89391
C -2.72473 2.99838 2.18741
C -3.76643 3.88458 2.45741
C -4.63223 4.26458 1.43331
C -4.46583 3.74708 0.14631
C -3.42013 2.85858 -0.12719
C -0.50603 1.97588 -0.62679
C -0.20963 3.28958 -0.97389
C 0.55287 3.51598 -2.11899
C 0.99997 2.43148 -2.87049
C 0.66677 1.15338 -2.45339
N -0.07863 0.89728 -1.36469
H -1.63853 -2.69022 3.59631
H -2.34453 -1.25132 4.16301
H -2.03663 2.71168 2.98091
H -3.89173 4.27708 3.46171
H -5.44173 4.95858 1.64081
H -5.14693 4.03918 -0.64739
H -3.29483 2.46278 -1.13209
H -0.53903 4.11808 -0.35779
H 0.80997 4.52898 -2.41139
H 1.60657 2.57718 -3.75719
H 1.00097 0.27258 -2.99429
Ge 1.95377 -0.43742 2.07441
C 2.20467 1.33638 2.76671
C 1.37927 2.38178 2.33451
C 1.56467 3.67328 2.83841
C 2.57447 3.92168 3.77371
C 3.39967 2.87848 4.20561
C 3.21567 1.58628 3.70291
C 3.56657 -0.99232 1.19041
C 4.25587 -2.12852 1.63231
C 5.43067 -2.52882 0.98741
C 5.91807 -1.79482 -0.09879
C 5.23087 -0.65982 -0.54069
C 4.05587 -0.25812 0.10291
H 1.63057 -1.40602 3.24021
H 0.59617 2.19668 1.61041
H 0.92647 4.48098 2.50411
H 2.71727 4.92138 4.16301
H 4.18127 3.07118 4.92921
H 3.85837 0.78308 4.04081
H 3.88477 -2.70122 2.47281
H 5.96307 -3.40692 1.32921
H 6.82727 -2.10522 -0.59719
H 5.60857 -0.09192 -1.38109
H 3.52897 0.62188 -0.24379
O -2.89773 -7.23552 -5.28039
C -3.38293 -5.98972 -5.49579
O -4.22943 -5.73322 -6.33319
C -2.81603 -5.00552 -4.54789
C -3.67983 -4.11462 -3.90649
C -3.16993 -3.22132 -2.96249
C -1.80403 -3.21882 -2.67669
S -1.18493 -2.14372 -1.49879
C -0.93593 -4.08452 -3.34059
C -1.44003 -4.97922 -4.28469
H -2.36243 -7.29232 -4.46409
H -4.74353 -4.11862 -4.12439
H -3.84043 -2.53442 -2.45169
H 0.13027 -4.06292 -3.12749
H -0.75163 -5.63272 -4.81059
H 1.31927 -0.43742 -1.10919

Atoms 1-6, force components in eV/Å:
Lu 0.2 -8.0 -5.6
N 0.5 0.4 0.0
C 0.8 0.3 0.3
S 0.2 -0.4 0.2
N -0.7 0.3 0.7
N -2.3 1.7 3.1

=====

DFT (ωB97M-V with the def2-TZVPD basis set) results for a structure of composition C33H24ClIIrN8O3S2 at a distorted geometry.

- frontier orbital gap (alpha / beta) (eV) = 4.2 / 4.5
- spin multiplicity = 2
- HOMO level (alpha / beta) (eV) = -12.33 / -12.29
- charge = +2
- ⟨S²⟩ = 0.77
- LUMO (alpha / beta) (eV) = -8.106 / -7.758

Positions of all 73 atoms, in Å:
Ir 0.99395 0.09484 0.28159
N -3.64885 -0.11396 -0.42351
C -2.35665 -0.45326 -0.37521
N -1.44845 0.19944 0.27859
C -1.84215 1.23464 1.11609
N -0.98285 1.87754 1.84389
N 0.28385 1.53784 1.83069
C 1.18235 2.29524 2.37519
C 2.53175 1.80634 2.42359
C 3.50815 2.35764 3.25869
C 4.76145 1.77224 3.29979
C 5.01965 0.68354 2.47729
C 4.00435 0.20604 1.65519
N 2.80315 0.74914 1.63389
C -3.22155 1.67144 1.10749
C -3.66695 2.77564 1.83909
C -4.96545 3.21494 1.69549
C -5.83375 2.57774 0.81329
C -5.41845 1.46984 0.09869
C -4.11925 1.00354 0.25589
H -4.31095 -0.67126 -0.95041
H -2.06575 -1.33866 -0.92401
H 0.92645 3.26064 2.80199
H 3.27435 3.21404 3.87079
H 5.52935 2.15414 3.95689
H 5.99205 0.21854 2.45289
H 4.16955 -0.62996 0.98859
H -2.96625 3.26294 2.49689
H -5.30195 4.06464 2.26429
H -6.83735 2.95214 0.68999
H -6.09165 0.96714 -0.57671
Cl 2.67575 4.55384 -5.18201
C 2.68665 3.31694 -4.00401
C 3.75475 2.43974 -3.93611
C 3.77845 1.42634 -2.99111
I 5.38775 0.09704 -2.82951
C 2.71825 1.21914 -2.06921
O 2.69885 0.24244 -1.26981
C 1.63035 2.17074 -2.12171
N 0.65265 2.00514 -1.21271
C -0.35025 2.85944 -1.21371
C -0.46195 3.91744 -2.11511
C 0.50345 4.08244 -3.07721
C 1.60265 3.20804 -3.08831
H 4.57885 2.55954 -4.62511
H -1.12205 2.71884 -0.47631
H -1.31115 4.57664 -2.05021
H 0.43015 4.86554 -3.81361
O -1.15755 -5.09346 0.37089
C -1.16325 -4.79936 1.66299
C -1.84765 -5.68766 2.50749
C -1.87965 -5.49246 3.86579
C -1.22465 -4.39246 4.42869
C -0.59055 -3.47596 3.61429
C -0.55025 -3.64576 2.22609
C 0.07695 -2.60176 1.40619
O 0.47735 -1.51936 1.88929
N 0.13375 -2.86916 0.09079
N 0.69045 -1.96586 -0.70821
C 0.61415 -2.25626 -1.97911
S 1.41545 -1.35626 -3.21391
C 1.07575 -2.59696 -4.52801
C -0.28195 -3.19846 -4.27541
S -0.34405 -3.63456 -2.50591
H -0.60005 -4.44186 -0.10891
H -2.33815 -6.52506 2.03839
H -2.40505 -6.19536 4.49469
H -1.22205 -4.26566 5.50009
H -0.10765 -2.60716 4.03729
H 1.86085 -3.35386 -4.47881
H 1.13845 -2.08486 -5.48481
H -0.42685 -4.11076 -4.85301
H -1.09885 -2.50336 -4.47821

Atoms 1-6, force components in eV/Å:
Ir -2.3 -0.3 3.3
N 0.6 -0.1 0.1
C -0.9 -0.7 -0.8
N 1.7 0.1 0.2
C 0.8 0.1 0.3
N -1.6 0.8 0.4